No. 1
# C27H50F3GaN3OS3Sb

A molecular structure, C27H50F3GaN3OS3Sb (wB97M-V/def2-TZVPD, the Open Molecules 2025 dataset).

Properties
2S+1 = 1
Net charge = +2
Orbital gap = 8.31 eV
Calculated total energy = -134888.01902 eV
E_HOMO = -13.535 eV

XYZ file:
```
89
Properties=species:S:1:pos:R:3:forces:R:3:mulliken_charge:R:1
Ga -0.228 -0.377 0.087 0.5 -0.1 0.0 2.09
F -5.178 -4.189 2.250 0.1 0.0 0.0 -0.28
C -4.088 -3.543 1.833 0.0 -0.1 -0.1 0.62
F -3.734 -4.092 0.642 0.0 0.1 0.1 -0.21
F -3.096 -3.814 2.698 -0.1 0.0 -0.1 -0.21
C -4.338 -2.062 1.696 0.0 0.1 0.0 -0.32
C -5.595 -1.553 1.976 0.0 -0.1 0.0 -0.36
C -5.830 -0.195 1.835 0.0 0.1 0.0 -1.04
C -4.787 0.601 1.409 0.0 0.0 0.0 -0.06
N -3.570 0.127 1.132 0.0 0.1 0.0 -0.16
C -3.346 -1.164 1.275 0.0 0.0 -0.1 0.56
S -1.745 -1.808 0.883 0.3 -0.2 0.1 -0.53
H -6.382 -2.218 2.304 0.0 0.0 0.0 0.53
H -6.800 0.230 2.050 0.0 0.0 0.0 0.43
H -4.918 1.670 1.278 0.0 0.0 0.0 0.43
C 1.621 4.551 -1.471 0.0 0.0 -0.1 -1.50
C 1.856 3.120 -0.976 0.0 0.1 -0.1 1.70
C 2.820 3.166 0.205 0.0 0.0 -0.1 -1.58
C 2.409 2.273 -2.118 0.0 0.0 0.1 -1.49
Sb -0.086 2.284 -0.382 -0.5 -0.2 -0.2 -0.64
C -0.772 3.345 1.419 0.1 0.0 0.1 1.81
C -0.524 4.844 1.302 0.1 0.0 0.0 -1.87
C -2.250 3.079 1.653 -0.1 0.1 -0.1 -1.73
C 0.038 2.746 2.570 0.0 0.0 0.0 -1.55
C -1.438 2.315 -2.118 0.0 0.0 0.0 1.67
C -1.034 1.122 -2.983 0.0 0.0 0.0 -1.55
C -2.857 2.097 -1.608 0.0 0.0 0.0 -1.75
C -1.373 3.598 -2.940 0.1 0.0 0.0 -1.87
H 2.596 4.963 -1.747 0.0 0.0 0.0 0.53
H 1.206 5.201 -0.704 0.0 0.0 0.0 0.27
H 0.989 4.600 -2.357 0.1 0.0 0.1 0.26
H 3.780 3.541 -0.165 0.0 0.0 0.0 0.55
H 2.992 2.192 0.655 0.0 -0.1 0.0 0.10
H 2.479 3.860 0.973 0.0 0.0 0.0 0.31
H 3.388 2.666 -2.405 0.0 0.0 0.0 0.56
H 1.770 2.318 -3.001 0.0 0.0 0.0 0.30
H 2.544 1.230 -1.827 0.0 0.0 0.0 0.09
H -1.015 5.288 0.434 0.0 0.0 0.0 0.34
H 0.537 5.091 1.278 0.0 0.0 0.0 0.39
H -0.945 5.322 2.192 0.0 0.0 0.0 0.52
H -2.876 3.559 0.902 0.0 0.1 0.0 0.40
H -2.522 3.508 2.623 0.0 0.0 0.0 0.53
H -2.486 2.020 1.674 0.0 -0.1 0.0 0.31
H 1.114 2.837 2.424 0.0 0.0 0.0 0.32
H -0.203 1.691 2.727 0.0 0.0 0.0 0.30
H -0.220 3.276 3.491 0.0 0.0 0.0 0.51
H -1.160 0.170 -2.455 0.0 0.0 0.0 0.06
H -0.008 1.186 -3.350 0.0 0.0 0.0 0.19
H -1.694 1.079 -3.855 0.0 0.0 0.0 0.55
H -2.955 1.189 -1.012 0.0 0.0 0.1 0.19
H -3.527 2.009 -2.468 0.0 0.0 0.0 0.57
H -3.210 2.933 -1.008 0.0 0.0 0.0 0.34
H -0.417 3.711 -3.453 -0.1 0.0 0.0 0.43
H -1.567 4.492 -2.346 0.0 0.0 0.0 0.37
H -2.145 3.546 -3.712 0.0 0.0 0.0 0.49
C 4.728 -2.271 3.002 0.0 0.0 0.0 -1.14
N 3.362 -1.853 2.669 -0.1 0.0 0.1 0.08
C 2.504 -1.668 3.842 0.0 0.0 0.0 -0.84
C 2.993 -1.527 1.432 0.0 -0.4 0.0 0.46
S 1.836 -0.232 1.238 0.1 0.3 0.2 -0.41
N 3.599 -2.123 0.395 -0.2 0.1 0.0 0.24
C 4.137 -3.481 0.485 0.0 0.0 0.0 -1.30
C 3.740 -1.507 -0.919 0.1 0.0 0.0 -0.52
H 5.036 -1.709 3.883 0.0 0.0 0.0 0.40
H 5.407 -2.031 2.190 0.0 0.0 0.0 0.38
H 4.785 -3.334 3.235 0.0 0.0 0.0 0.36
H 2.455 -2.613 4.384 0.0 0.0 0.0 0.37
H 1.507 -1.371 3.542 0.0 0.0 0.0 0.21
H 2.928 -0.908 4.499 0.0 0.0 0.0 0.34
H 3.686 -4.011 1.319 0.0 0.0 0.0 0.41
H 5.222 -3.496 0.588 0.0 0.0 0.0 0.37
H 3.884 -4.004 -0.436 0.0 0.0 0.0 0.45
H 3.330 -0.507 -0.907 0.0 0.1 0.0 -0.14
H 3.226 -2.092 -1.678 -0.1 -0.1 0.0 0.10
H 4.799 -1.469 -1.179 0.0 0.0 0.0 0.45
O 0.548 -1.730 -1.149 -0.5 -0.1 -0.3 0.02
S 0.153 -2.512 -2.450 0.2 0.2 0.1 0.28
C 1.061 -4.087 -2.268 -0.1 0.0 -0.1 0.16
C 0.042 -5.180 -1.958 0.0 0.0 0.0 -0.78
C -1.229 -4.771 -2.692 0.0 0.0 0.0 -0.85
C -1.466 -3.323 -2.285 0.0 0.1 0.0 0.22
H 1.803 -3.913 -1.494 0.0 0.0 0.0 -0.32
H 1.559 -4.254 -3.223 0.0 0.0 0.0 0.52
H -0.145 -5.233 -0.884 0.0 0.0 0.0 0.31
H 0.414 -6.149 -2.284 0.0 0.0 0.0 0.42
H -2.091 -5.375 -2.411 0.0 0.0 0.0 0.42
H -1.099 -4.867 -3.772 0.0 0.0 0.0 0.33
H -1.741 -3.254 -1.237 -0.1 0.0 0.2 -0.42
H -2.189 -2.777 -2.887 0.0 0.0 0.0 0.50
```
Forces are in eV/Å.

No. 2
# C5H10N2O3

A single C5H10N2O3 molecule at a distorted geometry (wB97M-V/def2-TZVPD, the Open Molecules 2025 dataset).

Properties
2S+1 = 1
Orbital gap (spin up / spin down) = 8.13 / 8.15 eV
Calculated total energy = -14466.63298 eV
E_HOMO (spin up / spin down) = -7.577 / -7.604 eV

XYZ file:
```
20
Properties=species:S:1:pos:R:3:forces:R:3:mulliken_charge:R:1
C -1.302 -1.222 -0.105 -0.7 -1.8 2.0 0.58
C -1.803 1.063 -0.787 2.9 -1.8 2.6 -0.07
C 0.526 0.280 -0.403 -2.3 1.6 -1.6 0.39
C 1.135 1.069 0.702 2.8 -1.7 -0.4 -1.33
C 0.914 -2.064 0.192 -2.4 -2.3 1.0 -1.08
N -2.156 -0.243 -0.489 -3.7 0.1 0.0 -0.21
N 0.019 -1.056 -0.292 1.5 2.6 -1.0 0.12
O -1.677 -2.218 0.498 -0.8 -0.2 -0.5 -0.68
O -2.286 1.953 0.090 0.3 1.0 2.8 -0.55
O 1.105 0.637 -1.626 2.7 0.5 3.5 -0.53
H -1.674 1.424 -1.753 -0.2 0.6 -1.7 0.36
H 1.992 1.674 0.297 -0.3 -1.1 0.2 0.37
H 1.490 0.403 1.525 -0.2 0.7 -0.4 0.29
H 0.585 1.857 1.075 -2.1 1.3 1.0 0.28
H 1.824 -1.928 -0.292 1.7 0.0 -0.7 0.40
H 0.993 -1.974 1.282 0.3 -0.3 -0.1 0.33
H 0.437 -3.104 -0.034 1.1 1.9 0.4 0.28
H -3.189 -0.347 -0.116 2.9 -0.2 -1.0 0.30
H -2.033 1.734 1.070 -0.6 0.3 -2.7 0.35
H 0.490 0.399 -2.230 -2.7 -1.2 -3.4 0.37
```
Forces are in eV/Å.

No. 3
# C5H10O

2 unconnected molecules or ions with the total composition C5H10O (wB97M-V/def2-TZVPD, the Open Molecules 2025 dataset).

Properties
2S+1 = 1
Orbital gap = 10.97 eV
SMILES string = C1C[C@H]2C[C@@H]12.O
Calculated total energy = -7392.94752 eV
E_HOMO = -9.964 eV

XYZ file:
```
16
Properties=species:S:1:pos:R:3:forces:R:3:mulliken_charge:R:1
C -1.284 -0.218 -0.273 -0.2 0.0 0.0 -0.51
C -0.059 -1.101 -0.650 0.0 -0.1 -0.1 -0.55
C 0.863 0.086 -0.370 0.3 -0.1 0.0 -0.33
C 0.480 1.251 -1.227 0.0 0.1 -0.1 -0.64
C -0.339 0.955 -0.010 -0.2 0.2 0.1 -0.39
H -1.768 -0.578 0.638 0.1 0.1 -0.2 0.28
H -2.039 -0.055 -1.049 0.1 0.0 0.1 0.30
H 0.072 -1.928 0.054 0.0 0.1 -0.1 0.22
H -0.023 -1.496 -1.671 0.0 0.1 0.1 0.30
H 1.842 0.031 0.100 -0.2 0.0 -0.1 0.37
H 1.131 2.118 -1.146 -0.1 -0.1 0.0 0.26
H 0.063 1.088 -2.220 0.0 0.0 0.2 0.20
H -0.454 1.691 0.783 0.0 -0.1 -0.1 0.48
O 0.270 -0.659 2.667 0.1 0.0 0.0 -0.65
H 0.925 -1.274 2.315 -0.1 0.0 0.1 0.32
H 0.320 0.090 2.060 0.0 -0.1 0.0 0.33
```
Forces are in eV/Å.

No. 4
# C21H43InN2OP3S

A molecular structure, C21H43InN2OP3S at a distorted geometry (wB97M-V/def2-TZVPD, the Open Molecules 2025 dataset).

Properties
2S+1 = 1
Net charge = +3
Orbital gap = 4.60 eV
Calculated total energy = -71347.66844 eV
E_HOMO = -15.497 eV

XYZ file:
```
72
Properties=species:S:1:pos:R:3:forces:R:3:mulliken_charge:R:1
In -1.258 2.577 0.049 1.3 -2.6 1.2 0.23
P -1.399 -1.717 0.448 -1.5 -0.4 1.4 0.76
P 1.279 -1.219 1.577 1.4 -0.8 0.1 1.69
P 1.653 -2.024 -0.781 1.8 0.6 -0.8 0.70
H -1.682 5.262 -0.861 0.0 -0.2 0.3 0.41
C -1.656 4.333 -1.427 -3.7 -0.8 -1.0 -0.57
C -2.783 3.463 -1.385 1.6 2.9 -3.5 -0.71
H -3.626 3.821 -0.841 -0.6 0.0 0.5 0.44
C -2.892 -0.979 1.294 0.2 0.1 0.0 -1.10
C -1.364 -3.366 1.319 0.1 0.6 -0.3 -1.15
C -2.241 -2.210 -1.086 0.0 0.0 -0.8 -1.47
C 2.507 0.112 1.686 0.7 1.4 -0.4 -1.10
C 0.323 -0.760 3.081 -1.0 0.1 0.0 -1.23
C 2.284 -2.553 2.375 -0.2 -0.1 0.1 -1.40
C 0.934 -1.566 -2.403 -1.1 0.6 0.3 -1.08
C 1.854 -3.820 -1.003 -0.4 0.7 1.1 -1.37
C 3.329 -1.364 -1.117 -0.4 -0.2 0.6 -1.52
H -0.805 4.225 -2.077 0.1 -0.4 -0.3 0.38
H -2.973 2.676 -2.200 0.6 0.9 1.5 0.39
H -3.205 -0.040 0.789 0.2 -0.6 0.3 0.29
H -2.692 -0.763 2.361 -0.2 -0.1 -0.6 0.31
H -3.708 -1.734 1.218 0.5 0.6 0.1 0.52
H -1.156 -3.231 2.384 -0.1 -0.1 -0.1 0.37
H -0.590 -4.002 0.880 -0.2 -0.1 0.1 0.22
H -2.346 -3.831 1.194 0.2 -0.1 0.1 0.47
H -2.374 -1.352 -1.765 0.1 -0.3 0.2 0.34
H -3.236 -2.617 -0.836 0.4 0.1 0.0 0.49
H -1.678 -2.988 -1.618 -0.2 0.1 0.1 0.47
H 3.324 -0.235 2.365 -0.7 0.3 -0.5 0.50
H 2.053 1.012 2.148 0.2 -0.5 -0.5 0.05
H 2.967 0.414 0.735 -0.2 -0.1 0.4 0.29
H 0.209 -1.631 3.724 -0.2 0.0 -0.2 0.53
H -0.646 -0.319 2.883 -0.2 0.1 -0.1 -0.06
H 0.900 -0.006 3.621 0.2 -0.2 -0.2 0.56
H 3.249 -2.126 2.658 -0.1 -0.1 -0.1 0.40
H 2.463 -3.422 1.777 0.0 -0.5 -0.4 0.36
H 1.786 -2.868 3.292 0.0 -0.1 -0.2 0.46
H 1.535 -2.148 -3.133 -0.3 0.2 0.5 0.62
H 1.100 -0.490 -2.612 -0.2 -0.5 0.2 -0.04
H -0.136 -1.830 -2.511 0.7 0.3 0.0 0.43
H 2.105 -3.904 -2.048 0.1 -0.2 -0.3 0.53
H 0.927 -4.327 -0.781 -0.1 -0.4 0.0 0.30
H 2.672 -4.150 -0.383 0.2 -0.4 0.2 0.49
H 3.640 -1.912 -2.004 0.3 0.1 -0.1 0.56
H 4.011 -1.568 -0.292 0.2 0.1 -0.1 0.43
H 3.271 -0.295 -1.335 0.1 -0.2 0.0 0.41
C -0.324 0.697 -4.242 1.4 2.0 -0.8 0.55
C 0.630 1.649 -3.773 -1.1 -1.6 0.2 -0.29
C 1.903 1.650 -4.314 0.8 0.1 0.7 -0.26
C 2.302 0.781 -5.311 -0.5 -1.2 -0.5 -0.63
C 1.301 0.076 -6.016 -0.1 1.2 1.4 -0.40
C -0.030 0.186 -5.546 -0.8 -1.2 0.8 -0.65
O -1.459 0.420 -3.470 0.2 1.3 0.4 -0.48
H -1.509 1.096 -2.714 0.4 -1.4 -1.8 0.08
H 0.436 2.208 -2.854 0.0 0.0 -0.2 0.17
H 2.649 2.255 -3.815 0.1 0.1 -0.1 0.46
H 3.352 0.523 -5.468 -0.3 0.7 -0.3 0.44
H 1.583 -0.529 -6.870 -0.4 0.1 0.0 0.44
H -0.841 -0.252 -6.131 0.2 -0.2 0.3 0.43
C -2.628 1.797 4.822 0.0 -0.2 0.7 -0.84
N -1.480 2.452 4.203 -0.1 0.8 -1.9 0.27
C -0.262 2.837 4.740 0.4 -0.2 0.4 -0.35
C 0.525 3.349 3.755 -0.9 -0.2 -0.3 -0.64
N -0.289 3.352 2.614 -0.2 0.1 -0.1 0.17
C -1.541 2.838 2.872 1.4 0.7 2.4 0.27
S -2.990 2.974 1.981 0.6 -0.2 -0.9 -0.38
H -3.400 1.665 4.057 0.2 0.0 0.3 0.30
H -2.331 0.829 5.240 0.0 0.1 -0.2 0.34
H -3.025 2.387 5.650 0.0 0.1 -0.2 0.34
H -0.051 2.774 5.806 -0.1 -0.2 -0.4 0.49
H 1.547 3.726 3.727 -0.5 -0.1 0.2 0.47
H -0.001 3.731 1.697 -0.1 -0.2 1.2 0.12
```
Forces are in eV/Å.

No. 5
# C5H7N

A single C5H7N molecule (wB97M-V/def2-TZVPD, the Open Molecules 2025 dataset).

Properties
2S+1 = 1
Orbital gap = 11.03 eV
SMILES string = C#C[C@@H](C)N=C
Calculated total energy = -6785.92635 eV
E_HOMO = -9.916 eV

XYZ file:
```
13
Properties=species:S:1:pos:R:3:forces:R:3:mulliken_charge:R:1
C -1.622 -1.717 0.416 0.3 0.4 -0.2 0.19
C -0.943 -0.825 -0.026 -0.2 -0.4 0.2 -0.78
C -0.091 0.216 -0.636 -0.1 0.0 -0.1 0.44
C -0.454 1.632 -0.175 -0.1 0.1 0.0 -1.20
N 1.352 0.071 -0.439 0.1 -0.3 0.3 -0.43
C 1.796 -0.752 0.410 0.0 0.1 -0.2 -0.25
H -2.237 -2.509 0.787 0.1 0.2 0.0 0.41
H -0.255 0.161 -1.720 0.0 0.0 0.1 0.17
H -1.511 1.852 -0.349 0.1 -0.1 0.0 0.35
H 0.161 2.347 -0.729 -0.1 -0.1 0.1 0.34
H -0.238 1.747 0.892 -0.1 0.0 -0.1 0.31
H 2.875 -0.798 0.564 -0.1 0.0 0.0 0.27
H 1.167 -1.426 1.005 0.0 0.1 -0.1 0.19
```
Forces are in eV/Å.

No. 6
# C5H13NO

2 unconnected molecules or ions with the total composition C5H13NO at a distorted geometry (wB97M-V/def2-TZVPD, the Open Molecules 2025 dataset).

Properties
2S+1 = 1
Orbital gap = 9.44 eV
SMILES string = C/C=C/CCN.O
Calculated total energy = -8929.80281 eV
E_HOMO = -8.695 eV

XYZ file:
```
20
Properties=species:S:1:pos:R:3:forces:R:3:mulliken_charge:R:1
C -1.780 1.355 -2.517 0.4 1.8 0.0 -1.25
C -0.967 0.139 -2.131 0.0 2.0 -0.2 0.21
C 0.058 0.481 -1.289 0.7 -4.8 -1.4 -0.40
C 0.907 -0.512 -0.401 -2.3 -0.9 -1.1 -0.78
C 0.923 -2.072 -0.431 1.1 -3.0 -2.1 -0.33
N -0.363 -2.900 -0.763 1.1 2.1 2.1 -0.61
H -1.468 2.226 -1.837 -0.9 -1.1 -1.1 0.24
H -2.872 1.362 -2.705 0.4 -0.7 1.1 0.36
H -1.482 1.595 -3.517 0.6 0.6 -0.9 0.32
H -1.245 -0.697 -2.857 0.8 0.2 2.2 0.22
H 0.576 1.424 -1.240 -1.2 0.9 0.4 0.37
H 1.883 -0.116 -0.273 0.9 0.1 0.3 0.42
H 0.309 -0.361 0.451 -0.2 0.6 2.0 0.29
H 1.257 -2.578 0.605 -0.5 1.7 -2.3 0.25
H 1.686 -2.433 -1.296 -1.1 0.9 2.2 0.24
H -0.781 -2.662 -1.616 -0.6 1.2 -1.4 0.19
H -0.057 -3.812 -0.964 0.7 -1.5 0.2 0.25
O 0.879 3.019 6.204 2.9 -0.4 -2.0 -0.65
H 1.833 3.356 6.216 -1.9 -0.2 0.7 0.32
H 1.024 2.500 5.356 -1.0 0.6 1.4 0.32
```
Forces are in eV/Å.